[1]
A molecular structure, C3H3NO3 in a non-equilibrium geometry. Source: the OMol25 dataset; level of theory: ωB97M-V/def2-TZVPD.

Last column: Löwdin charge in e.
Atoms and positions in Å:
1 O 0.19 -1.63 -0.43  0.00
2 O 1.85 0.74 -0.37  0.17
3 O -2.42 1.13 -0.43  0.14
4 N -0.19 1.75 0.15  0.19
5 C -0.20 -0.49 0.27  -0.17
6 C -1.30 1.03 -0.07  -0.35
7 C 0.62 0.68 0.07  -0.36
8 H 2.23 -0.15 -0.40  0.14
9 H -0.27 -2.40 -0.09  0.10
10 H -0.51 -0.67 1.30  0.14

Calculated values
Max |F| in eV/A: 1.542
Calculated total energy in eV: -10790.01411
Net charge: 0
Highest occupied orbital energy in eV: -8.8
Kohn-Sham gap in Eh: 0.3322

[2]
3 unconnected molecules or ions with the total composition C4H13NO2 in a non-equilibrium geometry. Source: the OMol25 dataset; level of theory: ωB97M-V/def2-TZVPD.

Last column: Löwdin charge in e.
Atoms and positions in Å:
1 O -0.57 -2.53 -2.89  -0.06
2 O 2.53 -1.27 2.64  -0.05
3 N 0.61 1.37 0.98  0.06
4 C -1.32 0.61 -0.20  -0.16
5 C -0.05 0.40 0.10  -0.36
6 C 0.89 -0.67 -0.40  -0.05
7 C -2.09 1.84 0.14  -0.11
8 H -2.34 2.30 -0.82  0.08
9 H -1.85 -0.14 -0.77  0.10
10 H -1.63 2.59 0.78  0.06
11 H -0.93 -1.64 -2.93  0.03
12 H 1.60 1.14 1.03  0.05
13 H 2.31 -0.94 1.77  -0.03
14 H 1.08 -0.58 -1.48  0.09
15 H 0.39 -1.64 -0.42  0.07
16 H 0.61 2.32 0.62  0.08
17 H 0.08 -2.67 -2.18  0.02
18 H 1.84 -0.58 0.11  0.05
19 H -2.88 1.62 0.88  0.09
20 H 1.71 -1.55 3.07  0.05

Calculated values
SMILES string: C/C=C(/C)N.O.O
Max |F| in eV/A: 1.920
Calculated total energy in eV: -9942.65138
Net charge: 0
Highest occupied orbital energy in eV: -8.6
Kohn-Sham gap in Eh: 0.3363

[3]
4 unconnected molecules or ions with the total composition C2H13NO4 in a non-equilibrium geometry. Source: the OMol25 dataset; level of theory: ωB97M-V/def2-TZVPD.

Last column: Löwdin charge in e.
Atoms and positions in Å:
1 O 0.96 1.68 -1.91  -0.07
2 O 0.85 -1.97 1.42  -0.07
3 O -1.96 -2.65 -1.56  -0.06
4 O -2.18 0.02 1.48  -0.06
5 N 1.34 1.00 0.42  -0.10
6 C 0.26 1.97 0.88  -0.08
7 C 1.28 0.64 -0.96  -0.31
8 H -2.16 -2.90 -2.47  0.04
9 H 2.17 1.57 0.60  0.10
10 H 0.77 2.89 1.17  0.08
11 H -0.37 1.54 1.65  0.05
12 H 1.78 2.16 -2.08  0.08
13 H -0.28 2.31 -0.01  0.07
14 H 2.24 0.23 -1.26  0.12
15 H 0.74 -1.07 1.07  -0.01
16 H 0.61 -1.88 2.35  0.04
17 H -1.90 -0.91 1.41  0.04
18 H -1.16 -2.11 -1.54  0.01
19 H 0.56 -0.15 -1.15  0.10
20 H -3.05 -0.03 1.89  0.04

Calculated values
SMILES string: CNCO.O.O.O
Max |F| in eV/A: 1.687
Calculated total energy in eV: -11964.17430
Net charge: 0
Highest occupied orbital energy in eV: -9.7
Kohn-Sham gap in Eh: 0.3802

[4]
3 unconnected molecules or ions with the total composition C34H67N4O in a non-equilibrium geometry. Source: the OMol25 dataset; level of theory: ωB97M-V/def2-TZVPD.

Last column: Löwdin charge in e.
Atoms and positions in Å:
1 O 4.12 2.89 3.28  -0.02
2 N 3.94 2.09 2.29  -0.11
3 N -4.49 -3.93 1.31  0.19
4 N 2.91 0.31 -0.97  -0.01
5 N 6.02 5.32 -1.71  0.16
6 C 8.82 7.46 -0.45  -0.11
7 C 3.76 2.72 0.94  -0.46
8 C -1.45 1.08 -1.44  -0.21
9 C -6.32 -1.42 -2.33  -0.22
10 C 0.60 0.64 0.00  -0.13
11 C -3.79 0.17 -0.95  -0.19
12 C -6.90 -6.55 0.53  -0.12
13 C 8.22 6.59 0.66  -0.26
14 C -2.35 0.35 -0.43  -0.21
15 C 3.57 0.33 -5.86  -0.12
16 C 3.01 0.98 2.64  -0.47
17 C 2.40 2.38 0.33  -0.07
18 C -0.18 1.68 -0.81  -0.20
19 C 2.62 0.13 1.42  -0.07
20 C 7.83 5.19 0.17  -0.19
21 C -7.59 -4.28 -0.39  -0.23
22 C -4.04 -3.94 2.37  -0.20
23 C -3.48 -3.95 3.72  -0.18
24 C 2.14 0.88 0.15  -0.43
25 C 2.59 0.79 -2.30  -0.23
26 C -4.93 -1.90 -1.90  -0.21
27 C 4.94 2.28 0.07  -0.02
28 C 6.82 5.26 -0.88  -0.25
29 C 3.84 4.25 1.05  -0.04
30 C 3.66 0.35 -3.30  -0.20
31 C -7.07 -5.68 -0.72  -0.28
32 C -4.41 -1.22 -0.64  -0.21
33 C 3.68 1.20 -4.59  -0.25
34 C -4.97 -5.87 4.46  -0.10
35 C 3.79 0.05 3.59  -0.03
36 C -7.44 -1.91 -1.41  -0.20
37 C -7.77 -3.41 -1.64  -0.20
38 C -3.55 -5.35 4.33  -0.26
39 C 1.78 1.51 3.41  -0.01
40 H -1.93 -0.65 -0.28  0.10
41 H -5.58 -5.20 5.07  0.08
42 H 8.70 4.67 -0.22  0.12
43 H -0.52 2.49 -0.16  0.12
44 H 2.57 1.88 -2.33  0.10
45 H 2.33 2.94 -0.60  0.12
46 H 3.30 0.91 -6.73  0.06
47 H -7.13 -1.78 -0.37  0.09
48 H 4.62 1.74 -4.64  0.10
49 H -2.44 -3.61 3.66  0.12
50 H -8.33 -1.30 -1.59  0.10
51 H -4.23 -1.71 -2.72  0.11
52 H 2.00 1.51 4.47  0.08
53 H -5.45 -5.97 3.49  0.05
54 H 0.95 0.82 3.26  0.08
55 H 4.05 0.59 4.50  0.08
56 H 0.41 2.11 -1.62  0.09
57 H -3.67 -1.87 -0.17  0.07
58 H -7.87 -6.91 0.88  0.07
59 H -6.52 -1.82 -3.33  0.11
60 H -3.80 0.34 -2.03  0.10
61 H 4.98 1.19 0.00  0.07
62 H -8.81 -3.47 -1.97  0.10
63 H -6.87 -3.82 0.29  0.07
64 H 7.34 7.09 1.08  0.11
65 H 4.61 0.50 -2.78  0.10
66 H -2.05 1.88 -1.88  0.11
67 H -6.12 -5.61 -1.25  0.10
68 H 4.83 2.65 -0.95  0.08
69 H 1.62 2.76 0.99  0.12
70 H -8.56 -4.37 0.10  0.11
71 H -7.14 -3.78 -2.46  0.10
72 H 1.61 0.45 -2.66  0.12
73 H 3.58 -0.71 -3.53  0.10
74 H -4.42 0.94 -0.49  0.11
75 H -1.16 0.39 -2.24  0.11
76 H -5.22 -1.10 0.08  0.09
77 H -6.30 -7.43 0.30  0.07
78 H -4.96 -2.99 -1.75  0.10
79 H -3.08 -5.32 5.32  0.11
80 H -6.42 -5.99 1.33  0.03
81 H 8.10 7.63 -1.25  0.07
82 H 3.00 4.66 1.60  0.09
83 H 7.43 4.60 0.99  0.11
84 H 0.43 -0.37 -0.38  0.12
85 H 1.51 2.52 3.11  0.08
86 H 4.73 -0.22 3.11  0.09
87 H 0.20 0.66 1.01  0.10
88 H 4.79 4.55 1.48  0.07
89 H 3.84 4.62 0.03  0.08
90 H 9.70 7.00 -0.88  0.08
91 H 3.46 -0.50 1.15  0.12
92 H 2.81 -0.43 -5.69  0.07
93 H -4.03 -3.24 4.33  0.12
94 H 3.22 -0.85 3.81  0.09
95 H -4.98 -6.85 4.94  0.07
96 H 5.88 2.61 0.49  0.08
97 H 2.77 -0.69 -0.94  0.12
98 H -2.33 0.87 0.53  0.11
99 H 4.51 -0.20 -6.01  0.07
100 H -6.31 -0.33 -2.39  0.11
101 H 1.84 -0.54 1.77  0.12
102 H -7.79 -6.18 -1.38  0.11
103 H 8.94 6.49 1.47  0.11
104 H 9.11 8.44 -0.05  0.07
105 H 2.85 1.91 -4.57  0.10
106 H -2.96 -6.04 3.73  0.11

Calculated values
Max |F| in eV/A: 1.644
2S+1: 2
⟨S²⟩: 0.754
Calculated total energy in eV: -44350.97013
Net charge: 0
Highest occupied orbital energy (spin up / spin down) in eV: -8.1 / -8.6
Kohn-Sham gap (spin up / spin down) in Eh: 0.3100 / 0.3316

The lowest calculated total energy belongs to which entry? C34H67N4O